Entry 1:
A structure of composition C42H49BCsN4O4 in a non-equilibrium geometry, computed with ωB97M-V with the def2-TZVPD basis set.

Structure (XYZ):
```
101
Properties=species:S:1:pos:R:3:forces:R:3:lowdin_charge:R:1
Cs -0.0467 -0.5732 0.3706 0.100 0.815 2.139 0.981
N -1.0155 -0.3724 4.5077 -0.176 0.186 -0.129 0.001
C -1.5731 0.7625 3.7542 0.116 -0.403 0.072 -0.294
C -2.9200 0.3895 3.1503 0.023 0.174 -0.251 -0.296
N -3.1482 1.1603 1.9165 -0.121 -0.420 0.259 0.002
H -1.4801 -0.4888 5.3982 -0.031 0.031 0.054 0.055
H -0.0321 -0.2401 4.6953 0.084 -0.003 -0.042 0.062
H -0.8945 1.0148 2.9393 0.062 0.016 -0.017 0.052
H -1.6811 1.6673 4.3573 0.024 0.179 0.043 0.106
H -3.7041 0.5347 3.9056 -0.106 -0.034 0.041 0.097
H -2.8962 -0.6705 2.8959 0.012 -0.023 -0.023 0.083
H -2.9772 2.1469 2.0659 0.117 0.051 -0.143 0.056
H -4.1007 1.0424 1.5945 -0.026 0.103 0.042 0.053
C 5.6554 2.1651 -0.0379 -0.029 -0.160 0.046 -0.102
C 4.3956 2.3500 0.5158 -0.045 -0.028 -0.003 -0.070
C 3.6779 1.2549 0.9889 -0.113 0.164 -0.042 -0.024
C 4.1976 -0.0275 0.8881 -0.027 0.097 0.147 -0.244
C 5.4571 -0.2163 0.3264 0.108 -0.066 -0.047 -0.045
C 6.1834 0.8763 -0.1290 -0.141 0.016 0.016 -0.102
N 3.3772 -1.0792 1.4440 -0.511 2.129 0.348 0.038
N 3.6764 -2.1931 1.0833 0.600 -2.136 -0.434 0.037
C 2.8566 -3.2614 1.6089 -0.209 -0.498 0.064 -0.334
C 3.5154 -4.4990 1.7084 0.168 0.230 0.067 -0.088
C 2.8058 -5.6261 2.0905 -0.095 0.019 0.058 -0.148
C 1.4494 -5.5019 2.4121 0.042 0.165 -0.015 -0.145
C 0.8474 -4.2415 2.3823 0.316 -0.149 -0.288 -0.198
C 1.4993 -3.0802 1.9110 -0.272 0.301 -0.010 -0.153
H 6.2255 3.0169 -0.3947 -0.034 -0.065 0.010 0.092
H 3.9622 3.3438 0.5788 0.009 -0.115 0.016 0.091
H 2.6907 1.3885 1.4223 0.086 0.031 -0.014 0.096
H 5.8484 -1.2238 0.2587 0.008 0.038 -0.001 0.096
H 7.1649 0.7247 -0.5647 -0.018 -0.004 0.031 0.092
H 4.5923 -4.5596 1.5388 -0.203 -0.012 -0.158 0.088
H 3.3067 -6.5870 2.1607 -0.047 0.040 -0.023 0.079
H 0.8751 -6.3927 2.6706 0.075 0.106 0.096 0.077
H -0.1939 -4.1643 2.7139 0.118 -0.042 -0.103 0.054
C 2.8775 9.1583 -0.3971 0.055 0.025 -0.029 -0.056
C 3.5515 7.9874 0.3400 -0.058 -0.008 -0.092 -0.563
C 4.2856 8.5318 1.5745 0.036 -0.005 0.069 -0.065
C 4.5960 7.3691 -0.5977 -0.004 -0.042 -0.036 -0.076
C 2.4803 6.9695 0.7530 -0.023 -0.092 -0.056 -0.191
C 1.6027 7.2699 1.7956 -0.138 -0.084 0.062 -0.058
C 0.5997 6.3797 2.2092 0.099 0.165 -0.008 0.003
C 0.4962 5.1742 1.5494 -0.459 -0.304 0.253 -0.257
O -0.3643 4.1269 1.7582 0.264 0.262 -0.135 0.003
B -0.0599 3.0612 0.7976 0.309 0.296 0.044 -0.361
O 1.0401 3.6308 0.0142 0.075 0.352 0.207 -0.006
C 1.3447 4.8732 0.5029 -0.007 -0.527 -0.372 -0.251
C 2.3326 5.7411 0.0851 0.134 0.066 -0.053 0.040
H 3.6257 9.8935 -0.7243 -0.097 -0.085 0.056 0.079
H 2.1566 9.6636 0.2525 0.056 -0.050 -0.060 0.078
H 2.3414 8.7951 -1.2794 0.045 0.039 0.079 0.086
H 5.1573 9.1205 1.2659 -0.094 -0.025 0.034 0.077
H 4.6279 7.7133 2.2151 0.001 0.082 -0.076 0.091
H 3.6425 9.1824 2.1736 0.049 -0.090 -0.031 0.070
H 5.3889 8.0987 -0.7966 -0.082 -0.074 0.015 0.078
H 4.1556 7.0885 -1.5603 0.056 0.008 0.122 0.080
H 5.0522 6.4759 -0.1562 -0.042 0.123 -0.047 0.087
H 1.6897 8.2231 2.3113 -0.011 -0.124 -0.045 0.097
H -0.0689 6.6326 3.0251 0.051 -0.031 -0.051 0.109
H 2.9715 5.4503 -0.7444 -0.085 0.058 0.146 0.111
C -3.0474 -4.7533 1.1000 -0.078 -0.166 -0.052 0.009
C -3.2833 -3.3750 0.5436 -0.463 -0.737 -0.730 -0.389
O -2.7024 -2.4271 0.9846 0.585 0.996 0.393 0.039
C -4.2455 -3.1875 -0.6120 0.160 -0.139 0.260 -0.143
C -4.4490 -1.9015 -1.0982 -0.077 0.315 -0.122 -0.007
C -5.3346 -1.6773 -2.1444 0.054 -0.057 0.223 -0.085
C -6.0217 -2.7442 -2.7132 -0.051 -0.029 0.085 -0.088
C -5.8141 -4.0300 -2.2375 0.007 0.024 0.203 -0.091
C -4.9233 -4.2485 -1.1891 -0.280 -0.226 -0.109 -0.040
H -2.3316 -4.6798 1.9143 0.011 0.005 -0.016 0.076
H -2.6430 -5.4125 0.3227 -0.083 0.091 0.088 0.082
H -3.9836 -5.1862 1.4625 0.040 -0.020 -0.039 0.090
H -3.9052 -1.0830 -0.6337 -0.066 -0.056 -0.048 0.124
H -5.4924 -0.6712 -2.5135 -0.008 -0.008 0.034 0.108
H -6.7229 -2.5709 -3.5221 0.047 -0.006 0.017 0.106
H -6.3446 -4.8650 -2.6796 0.012 0.008 0.008 0.103
H -4.7599 -5.2590 -0.8266 -0.027 0.095 -0.039 0.113
C -3.3672 -6.7017 -3.4212 -0.046 0.060 0.043 -0.040
C -2.7329 -5.3465 -3.2740 0.044 0.023 -0.142 -0.269
C -1.6599 -5.1462 -2.4227 0.079 0.035 0.069 -0.010
C -1.0673 -3.8942 -2.2652 0.140 -0.066 0.040 -0.172
C 0.0904 -3.7535 -1.3175 -0.044 -0.104 -0.124 -0.036
C -1.5786 -2.8117 -3.0014 0.112 0.205 0.090 -0.096
C -1.0247 -1.4421 -2.8673 -0.586 -0.310 -0.560 -0.195
O -0.1464 -1.0833 -2.1255 0.436 -0.353 -1.110 -0.261
C -2.6591 -2.9995 -3.8835 -0.208 0.055 -0.168 -0.200
C -3.2531 -1.8649 -4.7001 0.137 -0.101 0.097 -0.046
C -3.2171 -4.2630 -4.0027 0.066 0.049 -0.120 -0.028
H -2.9452 -7.4179 -2.7159 -0.008 0.020 -0.019 0.078
H -3.2203 -7.0895 -4.4304 -0.005 -0.020 -0.015 0.083
H -4.4460 -6.6411 -3.2495 0.047 -0.014 -0.006 0.071
H -1.2616 -5.9840 -1.8556 -0.016 0.069 -0.039 0.121
H 0.3501 -4.7096 -0.8623 -0.016 0.043 -0.030 0.089
H -0.1507 -3.0649 -0.5146 0.067 -0.231 0.107 -0.018
H 0.9690 -3.3474 -1.8224 -0.016 -0.023 0.073 0.101
H -1.4893 -0.6836 -3.5124 -0.103 0.019 -0.110 0.124
H -3.6700 -1.0836 -4.0602 0.078 -0.075 -0.090 0.067
H -4.0590 -2.2450 -5.3261 -0.018 -0.018 0.007 0.077
H -2.5127 -1.3990 -5.3527 -0.012 -0.038 -0.006 0.085
H -4.0637 -4.4063 -4.6706 0.097 0.017 0.060 0.121
```
Forces are in eV/Å.

Its net charge is -1. The calculation puts the HOMO energy at -3.05 eV.


Entry 2:
A structure of composition C42H49FeGe2N6O6S in a non-equilibrium geometry, computed with ωB97M-V with the def2-TZVPD basis set.

Structure (XYZ):
```
107
Properties=species:S:1:pos:R:3:forces:R:3:lowdin_charge:R:1
Fe 0.3385 -1.1476 0.5850 -0.374 -0.940 -0.042 0.801
C 4.4369 1.9378 2.3176 0.023 -0.102 -0.062 -0.148
C 3.9374 0.6934 1.5667 -0.049 -0.108 -0.148 -0.353
Ge 1.9759 0.6430 1.4671 -0.030 0.567 0.877 0.947
C 1.3054 0.3246 3.3457 0.196 0.141 -0.339 -0.349
C 1.1716 1.6207 4.1531 -0.076 -0.186 0.160 -0.151
C 1.2970 2.4266 1.0759 -0.030 0.079 -0.214 -0.221
C 0.5176 2.9730 0.1386 -0.161 0.207 -0.180 -0.276
Ge -0.1013 2.0896 -1.5063 0.110 -0.502 0.288 1.045
C -1.9822 1.6571 -1.7059 -0.169 0.288 0.035 -0.298
C -2.9665 2.7450 -1.2524 -0.152 -0.157 -0.091 -0.142
C 0.8547 2.5510 -3.1402 0.024 0.161 0.080 -0.291
C 0.5001 3.9070 -3.7644 0.143 -0.068 -0.167 -0.140
C 0.0641 4.4025 0.1905 0.018 -0.003 0.016 -0.228
C -0.6196 4.9699 -0.8861 0.043 -0.119 0.067 -0.096
C -1.0216 6.2999 -0.8913 -0.015 -0.093 -0.080 -0.052
C -0.7557 7.0947 0.2094 -0.019 0.044 0.032 -0.061
C -0.1057 6.5434 1.3089 0.012 0.011 0.039 -0.055
C 0.2973 5.2187 1.3008 0.008 0.032 0.064 -0.026
H 5.5288 1.9455 2.3416 -0.055 0.004 -0.007 0.080
H 4.0923 1.9605 3.3526 0.009 -0.011 -0.052 0.058
H 4.1153 2.8589 1.8274 0.006 -0.045 0.024 0.071
H 4.2662 -0.2210 2.0707 0.008 0.043 -0.038 0.058
H 4.3209 0.6746 0.5490 0.104 -0.006 -0.023 0.048
H 2.0422 -0.3614 3.7809 -0.140 0.054 0.091 0.067
H 0.3497 -0.1966 3.3089 0.003 0.024 0.141 0.015
H 2.0997 2.1924 4.1916 -0.044 -0.010 -0.032 0.057
H 0.8954 1.3854 5.1843 -0.001 0.051 -0.028 0.080
H 0.3903 2.2698 3.7487 0.052 -0.060 -0.006 0.065
H 1.5978 3.0915 1.8877 0.006 -0.004 -0.070 0.047
H -2.1152 0.7476 -1.1165 -0.047 0.050 -0.061 0.024
H -2.1254 1.4027 -2.7594 -0.061 -0.017 0.007 0.078
H -2.7567 3.0831 -0.2347 -0.006 -0.021 -0.070 0.068
H -3.9906 2.3610 -1.2715 0.094 0.038 0.009 0.078
H -2.9396 3.6212 -1.9053 -0.008 -0.113 0.090 0.069
H 0.6286 1.7450 -3.8422 0.025 0.028 -0.066 0.072
H 1.9215 2.5094 -2.9045 -0.018 0.015 -0.100 0.082
H -0.5634 3.9827 -4.0088 0.061 -0.003 0.031 0.079
H 1.0584 4.0340 -4.6940 -0.070 -0.006 0.031 0.084
H 0.7639 4.7386 -3.1119 0.016 -0.058 -0.060 0.067
H -0.8582 4.3694 -1.7610 0.009 0.124 0.077 0.048
H -1.5383 6.7090 -1.7545 0.060 -0.063 0.110 0.118
H -1.0606 8.1346 0.2161 0.027 -0.076 0.024 0.115
H 0.0867 7.1551 2.1824 0.003 -0.040 -0.052 0.114
H 0.7938 4.8209 2.1782 -0.030 0.065 -0.045 0.105
N 1.5429 -4.0591 3.4932 0.037 -0.058 0.201 0.204
C 0.4096 -3.7707 4.2446 0.055 -0.045 -0.097 -0.166
C -0.0391 -4.2515 5.4705 0.101 -0.075 0.054 0.003
C -1.2204 -3.7202 5.9425 -0.047 0.052 -0.001 -0.058
C -1.9209 -2.7353 5.2224 0.002 -0.018 -0.004 -0.052
C -1.4729 -2.2718 4.0022 0.013 0.067 -0.049 -0.004
C -0.2906 -2.8213 3.5000 -0.094 0.068 -0.100 -0.199
N 0.4140 -2.5698 2.3160 -0.212 0.432 -0.154 0.100
C 1.4913 -3.3079 2.3773 0.113 -0.228 0.047 -0.276
C 2.4968 -3.2577 1.3306 -0.180 0.060 -0.049 -0.317
C 3.7640 -3.7305 1.3585 0.267 -0.217 0.119 -0.306
S 4.5540 -3.3538 -0.1008 0.072 0.014 -0.099 1.137
C 3.1556 -2.5749 -0.6596 -0.037 -0.121 -0.128 -0.427
N 2.1443 -2.5939 0.1714 -0.144 0.346 -0.033 -0.010
H 2.2722 -4.7025 3.7476 0.028 -0.055 -0.012 0.175
H 0.5130 -4.9980 6.0313 -0.062 0.080 -0.057 0.123
H -1.6115 -4.0579 6.8943 0.025 0.022 -0.055 0.116
H -2.8335 -2.3278 5.6419 0.073 -0.025 -0.022 0.114
H -2.0030 -1.4964 3.4639 0.028 -0.065 0.072 0.087
H 4.2707 -4.2645 2.1523 -0.071 0.094 -0.123 0.096
H 3.1264 -2.1159 -1.6397 0.031 -0.064 0.188 0.076
O 2.6938 0.3075 -1.4288 0.133 0.288 0.289 0.071
C 1.6652 -0.0239 -1.9579 -0.250 -0.251 -0.080 -0.599
O 0.4469 0.1580 -1.3980 0.574 0.086 -0.211 -0.230
C 1.7072 -0.6945 -3.2986 -0.374 0.043 0.099 -0.134
C 0.6938 -1.5336 -3.7380 -0.157 -0.006 0.121 0.078
C 0.7956 -2.0980 -4.9940 -0.130 -0.105 -0.001 -0.089
C 1.8379 -1.8098 -5.8473 0.046 -0.186 -0.338 0.109
C 2.8154 -0.9549 -5.3860 0.204 0.056 -0.201 -0.083
C 2.7887 -0.4155 -4.1217 0.278 0.154 0.072 0.080
N 3.9355 -0.5871 -6.2990 0.158 0.047 -0.116 -0.336
O 4.6813 0.2944 -5.9191 -0.260 -0.331 -0.072 0.108
O 4.0079 -1.1886 -7.3490 -0.066 0.173 0.353 0.120
N -0.2555 -3.0425 -5.4563 0.141 0.136 -0.126 -0.336
O -1.1516 -3.2974 -4.6735 -0.120 0.027 0.269 0.062
O -0.1539 -3.4911 -6.5684 0.052 0.043 0.053 0.140
H -0.1597 -1.7427 -3.1102 -0.001 0.005 -0.036 0.111
H 1.8906 -2.2400 -6.8394 0.006 0.034 0.046 0.146
H 3.5930 0.2273 -3.7879 -0.061 0.037 -0.035 0.146
C -4.9093 -2.8724 -0.9818 0.100 -0.050 0.035 0.021
N -3.4808 -3.3155 -0.9013 0.041 0.374 0.027 -0.157
C -2.6602 -2.6616 -1.9675 -0.073 -0.130 -0.008 0.003
C -2.8585 -3.1386 0.4896 -0.005 0.051 0.017 -0.073
C -2.8533 -1.7269 1.0073 -0.099 0.052 -0.242 -0.292
C -3.9821 -1.2752 1.6971 -0.048 -0.053 -0.038 -0.059
C -4.0287 0.0009 2.2393 -0.123 -0.026 0.066 -0.057
C -2.9320 0.8371 2.1002 0.152 -0.008 -0.082 -0.056
C -1.8048 0.3787 1.4197 -0.325 -0.154 0.002 -0.156
C -1.7216 -0.9117 0.8507 0.460 0.556 0.188 -0.187
H -5.2935 -3.1214 -1.9671 0.026 -0.032 -0.015 0.111
H -4.9520 -1.7999 -0.8282 0.049 0.063 0.031 0.105
H -5.4906 -3.3811 -0.2174 0.037 -0.024 0.025 0.111
H -3.4712 -4.3154 -1.0891 0.015 -0.103 0.008 0.181
H -2.5534 -1.6082 -1.7259 -0.016 0.047 0.055 0.090
H -3.1538 -2.7894 -2.9282 -0.003 -0.012 0.041 0.105
H -1.6866 -3.1435 -2.0044 0.006 -0.007 0.045 0.094
H -1.8366 -3.5018 0.4077 0.046 -0.108 -0.083 0.118
H -3.4196 -3.7984 1.1487 -0.063 -0.061 -0.014 0.139
H -4.8313 -1.9397 1.8449 0.083 0.063 -0.030 0.120
H -4.9100 0.3318 2.7795 0.097 -0.046 -0.060 0.118
H -2.9471 1.8337 2.5309 0.013 -0.083 -0.047 0.119
H -0.9652 1.0681 1.3393 -0.049 -0.035 0.034 0.060
```
Forces are in eV/Å.

Its net charge is +2. As for the expectation value of S²: 8.7624. The calculation puts the HOMO energy (alpha / beta) at -12.39 / -12.79 eV. As for the spin multiplicity: 6.


What did we get for energy relative to the best compared isomer or geometry (same formula, charge and spin)? Answer: 88.8; 0.0 kJ/mol, in the order shown.